{
  "formula": "C24H42CeNP3S",
  "method": "ωB97M-V/def2-TZVPD",
  "species": ["Ce", "P", "P", "P", "H", "C", "C", "H", "C", "C", "C", "C", "C", "C", "C", "C", "C", "H", "H", "H", "H", "H", "H", "H", "H", "H", "H", "H", "H", "H", "H", "H", "H", "H", "H", "H", "H", "H", "H", "H", "H", "H", "H", "H", "H", "H", "C", "C", "C", "C", "C", "C", "S", "H", "H", "H", "H", "H", "H", "N", "C", "C", "C", "C", "C", "C", "C", "H", "H", "H", "H", "H"],
  "coordinates": [[0.311641, -1.534971, -1.257505], [1.639919, 1.364088, 0.406859], [-1.676566, 0.435987, 1.346985], [-1.357272, 2.877182, -2.500382], [1.420894, -1.934149, -5.133745], [0.825479, -1.348477, -4.437201], [1.857309, -0.417289, -3.828996], [2.753645, -0.996805, -3.568387], [3.042355, 0.550510, 1.283481], [1.172261, 2.604431, 1.686627], [2.649223, 2.493722, -0.654540], [-3.233811, -0.524908, 1.190632], [-1.198117, -0.130194, 3.034673], [-2.435803, 2.048974, 1.865312], [-1.285962, 3.572564, -4.156229], [-1.245236, 4.116341, -1.219132], [-2.832545, 1.883583, -2.221702], [0.111242, -0.728311, -5.001443], [2.178771, 0.242296, -4.650160], [3.397085, -0.304542, 0.691759], [2.723605, 0.194239, 2.271945], [3.849145, 1.289115, 1.392933], [0.690624, 2.129431, 2.551019], [0.489266, 3.345331, 1.246782], [2.091061, 3.113459, 2.011488], [2.986866, 1.936248, -1.547240], [3.531338, 2.845632, -0.109128], [2.034461, 3.340351, -0.985139], [-4.011673, -0.111908, 1.846007], [-3.042392, -1.570121, 1.459004], [-3.578241, -0.484159, 0.150133], [-1.851531, 0.314351, 3.796357], [-0.161540, 0.153960, 3.249117], [-1.272468, -1.221638, 3.086145], [-3.068968, 1.868927, 2.747400], [-3.054990, 2.461362, 1.056546], [-1.651836, 2.774417, 2.127581], [-2.177565, 4.195931, -4.332470], [-1.253280, 2.725933, -4.868247], [-0.349469, 4.153092, -4.230147], [-1.772203, 5.010228, -1.552955], [-0.192247, 4.381448, -1.035280], [-1.682438, 3.772565, -0.272042], [-3.627931, 2.256379, -2.884146], [-3.200464, 1.976720, -1.181322], [-2.658300, 0.812973, -2.430335], [0.061721, -2.326514, -3.562327], [-1.322783, -2.039577, -3.340593], [-2.163325, -3.101089, -2.958551], [-1.620144, -4.307761, -2.537659], [-0.230484, -4.419477, -2.331147], [0.639922, -3.396044, -2.787009], [1.304288, 0.709810, -2.582281], [-0.067555, 2.198070, -2.511552], [-1.703610, -1.048444, -3.606961], [-3.239438, -2.994819, -3.070376], [-2.268634, -5.204237, -2.461418], [0.202923, -5.346801, -1.936395], [1.724125, -3.364998, -2.562504], [0.982511, -2.130777, 1.018444], [1.328975, -2.293199, 2.134941], [1.630171, -2.433925, 3.518509], [0.637545, -2.926487, 4.388201], [0.811304, -2.863646, 5.770628], [1.998836, -2.386732, 6.329073], [3.030062, -1.996088, 5.468450], [2.868968, -2.033667, 4.077232], [-0.274129, -3.345972, 3.959726], [-0.003183, -3.173446, 6.419531], [2.122289, -2.322457, 7.417252], [3.969567, -1.633889, 5.890778], [3.696719, -1.752106, 3.415127]],
  "forces_ev_per_a": [[0.4, 4.4, 4.0], [0.7, 0.3, 0.3], [-0.8, -0.3, 0.5], [1.4, 0.2, 0.0], [-0.3, -0.3, -0.4], [0.0, 0.0, -0.1], [0.9, 0.1, -1.3], [-0.1, 0.3, 0.3], [0.0, 0.0, 0.0], [0.0, -0.1, 0.0], [0.2, -0.3, -0.3], [-0.1, 0.0, -0.2], [0.4, 0.0, -0.1], [0.3, 0.2, -0.4], [-0.4, 0.0, 0.0], [0.1, 0.5, 0.3], [-0.4, -0.5, 0.1], [0.1, -0.5, 0.2], [0.1, -0.5, 0.1], [0.1, 0.2, 0.2], [0.1, 0.1, -0.2], [-0.1, -0.4, 0.1], [0.1, 0.2, -0.2], [0.2, -0.2, 0.2], [-0.3, -0.1, 0.0], [0.0, 0.6, 0.7], [-0.3, 0.2, 0.0], [0.2, -0.1, 0.0], [0.1, -0.3, -0.2], [-0.1, 0.1, -0.1], [-0.2, -0.1, 0.2], [0.1, -0.2, -0.2], [-0.2, -0.1, 0.1], [0.0, 0.2, 0.0], [0.2, 0.1, -0.3], [0.1, 0.0, 0.3], [-0.3, -0.2, -0.1], [0.5, -0.1, -0.2], [0.0, 0.5, 0.2], [-0.5, -0.2, -0.1], [-0.1, 0.1, 0.2], [-0.4, -0.1, -0.2], [0.1, 0.0, -0.3], [0.2, -0.2, 0.1], [0.4, 0.0, -0.5], [-0.1, 0.5, 0.0], [-0.7, 0.0, -0.4], [0.8, -1.0, -1.2], [0.0, 0.5, 0.2], [0.2, -1.0, -0.2], [0.3, 0.1, -0.3], [-0.8, -0.5, -2.0], [-0.7, -2.0, 0.8], [-1.6, 0.2, 0.4], [-0.1, -0.6, -0.4], [0.1, 0.0, 0.3], [0.5, 0.8, 0.3], [-0.2, 0.5, 0.1], [-0.3, -0.7, -0.7], [0.9, -0.6, 2.5], [-0.7, 0.1, -1.8], [0.5, -0.2, 0.8], [-0.4, 0.1, 0.1], [-0.2, -0.1, -0.2], [0.0, 0.1, -0.4], [0.2, 0.0, -0.4], [0.1, 0.3, 0.0], [0.1, 0.2, 0.3], [0.2, -0.1, -0.1], [-0.1, 0.0, -0.5], [-0.2, -0.2, -0.2], [-0.4, 0.0, 0.4]],
  "mulliken_charge": [0.842, 0.933, 0.862, 1.195, 0.328, -0.942, -0.900, 0.330, -1.391, -1.295, -1.329, -1.336, -1.292, -1.630, -1.173, -1.001, -0.487, 0.413, 0.520, 0.335, 0.201, 0.555, 0.353, 0.203, 0.510, 0.469, 0.507, 0.283, 0.416, 0.418, 0.339, 0.516, 0.351, 0.228, 0.579, 0.398, 0.396, 0.424, 0.364, 0.377, 0.475, 0.338, 0.108, 0.512, 0.141, -0.050, 0.749, -0.578, -0.522, -0.521, -0.562, -0.537, -0.265, -0.340, 0.614, 0.551, 0.479, 0.549, 0.800, -0.469, 0.191, 0.490, -0.309, -0.647, -0.451, -0.549, -0.362, 0.524, 0.419, 0.432, 0.407, 0.515],
  "gap_ha": [0.2154, 0.2185],
  "homo_energy_ev": [-15.8, -15.8],
  "total_charge": 3,
  "multiplicity": 2,
  "de_lowest_kj_mol": 0.00,
  "e_tot_ev": -78664.2023
}